DFT (ωB97M-V/def2-TZVPD) results for a cluster of 13 separate species, C46H128N10O13 in total in a non-equilibrium geometry.

Each atom is followed by the atoms it is bonded to, with distances in Å.
Positions of all 197 atoms, in Å:
1 C -3.139 2.435 2.616  C2 1.500, H4 1.090, H5 1.090, H6 1.090
2 C -4.490 2.852 2.115  C1 1.500, O3 1.435, H7 1.090, H8 1.090
3 O -4.402 3.031 0.694  C2 1.435, H9 0.960
4 H -2.399 3.204 2.391  C1 1.090
5 H -2.749 1.498 2.220  C1 1.090
6 H -3.279 2.306 3.689  C1 1.090
7 H -4.809 3.753 2.639  C2 1.090
8 H -5.216 2.096 2.415  C2 1.090
9 H -5.251 2.810 0.304  O3 0.960
10 C 5.179 2.800 -0.895  C11 1.500, H13 1.090, H14 1.090, H15 1.090
11 C 4.917 1.600 -1.755  C10 1.500, O12 1.430, H16 1.090, H17 1.090
12 O 4.310 2.097 -2.950  C11 1.430, H18 0.960
13 H 5.969 2.667 -0.156  C10 1.090
14 H 4.285 3.001 -0.305  C10 1.090
15 H 5.475 3.690 -1.451  C10 1.090
16 H 4.215 0.867 -1.357  C11 1.090
17 H 5.819 1.113 -2.126  C11 1.090
18 H 4.461 1.601 -3.758  O12 0.960
19 C -1.154 -1.322 5.767  C20 1.528, H22 1.090, H23 1.090, H24 1.090
20 C 0.152 -1.950 5.281  C19 1.528, O21 1.388, H25 1.090, H26 1.090
21 O -0.060 -2.666 4.110  C20 1.388, H27 0.960
22 H -1.606 -0.722 4.977  C19 1.090
23 H -1.078 -0.671 6.638  C19 1.090
24 H -1.876 -2.108 5.987  C19 1.090
25 H 0.560 -2.594 6.060  C20 1.090
26 H 0.861 -1.142 5.106  C20 1.090
27 H 0.766 -3.127 3.945  O21 0.960
28 C 2.918 -4.388 5.728  C29 1.533, H34 1.090, H35 1.090, H36 1.090
29 C 3.131 -4.697 4.242  C28 1.533, C30 1.557, N33 1.438, H37 1.090
30 C 2.484 -6.057 3.849  C29 1.557, O31 1.448, H38 1.090, H39 1.090
31 O 2.751 -6.318 2.450  C30 1.448, C32 1.358
32 C 2.534 -7.594 2.041  O31 1.358, H40 1.090, H41 1.090, H42 1.090
33 N 2.520 -3.649 3.468  C29 1.438, H43 1.010, H44 1.010
34 H 3.546 -5.037 6.338  C28 1.090
35 H 1.878 -4.553 6.011  C28 1.090
36 H 3.133 -3.347 5.969  C28 1.090
37 H 4.211 -4.709 4.095  C29 1.090
38 H 1.420 -6.083 4.085  C30 1.090
39 H 2.961 -6.736 4.556  C30 1.090
40 H 1.586 -8.069 2.295  C32 1.090
41 H 3.258 -8.271 2.496  C32 1.090
42 H 2.611 -7.675 0.957  C32 1.090
43 H 3.266 -2.997 3.274  N33 1.010
44 H 2.363 -4.133 2.595  N33 1.010
45 C 4.379 0.363 2.132  C46 1.549, H51 1.090, H52 1.090, H53 1.090
46 C 5.141 -0.790 2.831  C45 1.549, C47 1.572, N50 1.428, H54 1.090
47 C 5.016 -0.554 4.381  C46 1.572, O48 1.436, H55 1.090, H56 1.090
48 O 5.448 0.749 4.803  C47 1.436, C49 1.403
49 C 6.752 0.665 5.315  O48 1.403, H57 1.090, H58 1.090, H59 1.090
50 N 4.564 -2.008 2.360  C46 1.428, H60 1.010, H61 1.010
51 H 4.833 1.340 2.302  C45 1.090
52 H 3.311 0.414 2.340  C45 1.090
53 H 4.407 0.174 1.059  C45 1.090
54 H 6.200 -0.686 2.593  C46 1.090
55 H 5.369 -1.392 4.982  C47 1.090
56 H 3.941 -0.512 4.552  C47 1.090
57 H 7.154 1.659 5.513  C49 1.090
58 H 7.423 0.207 4.589  C49 1.090
59 H 6.839 0.130 6.260  C49 1.090
60 H 5.261 -2.627 2.749  N50 1.010
61 H 4.796 -1.978 1.377  N50 1.010
62 C 5.473 -1.458 -4.563  C63 1.498, H68 1.090, H69 1.090, H70 1.090
63 C 4.369 -0.743 -5.279  C62 1.498, C64 1.573, N67 1.487, H71 1.090
64 C 2.950 -0.949 -4.633  C63 1.573, O65 1.408, H72 1.090, H73 1.090
65 O 2.582 -2.263 -4.976  C64 1.408, C66 1.417
66 C 1.491 -2.729 -4.200  O65 1.417, H74 1.090, H75 1.090, H76 1.090
67 N 4.702 0.705 -5.325  C63 1.487, H77 1.010, H78 1.010
68 H 5.927 -0.971 -3.699  C62 1.090
69 H 6.244 -1.681 -5.301  C62 1.090
70 H 5.200 -2.477 -4.291  C62 1.090
71 H 4.371 -1.086 -6.314  C63 1.090
72 H 2.127 -0.284 -4.896  C64 1.090
73 H 2.986 -0.883 -3.545  C64 1.090
74 H 1.254 -3.727 -4.568  C66 1.090
75 H 0.602 -2.103 -4.286  C66 1.090
76 H 1.746 -2.879 -3.151  C66 1.090
77 H 4.040 1.191 -5.913  N67 1.010
78 H 5.582 0.765 -5.817  N67 1.010
79 C -5.272 -0.549 0.806  C80 1.559, H85 1.090, H86 1.090, H87 1.090
80 C -5.980 -1.419 -0.276  C79 1.559, C81 1.510, N84 1.444, H88 1.090
81 C -6.180 -2.863 0.117  C80 1.510, O82 1.400, H89 1.090, H90 1.090
82 O -5.002 -3.490 0.538  C81 1.400, C83 1.471
83 C -4.034 -3.830 -0.516  O82 1.471, H91 1.090, H92 1.090, H93 1.090
84 N -7.255 -0.770 -0.470  C80 1.444, H94 1.010, H95 1.010
85 H -4.322 -0.956 1.153  C79 1.090
86 H -5.841 -0.295 1.700  C79 1.090
87 H -4.922 0.379 0.353  C79 1.090
88 H -5.390 -1.327 -1.188  C80 1.090
89 H -6.685 -3.359 -0.712  C81 1.090
90 H -6.837 -2.901 0.986  C81 1.090
91 H -3.177 -4.275 -0.010  C83 1.090
92 H -3.689 -2.914 -0.994  C83 1.090
93 H -4.372 -4.604 -1.206  C83 1.090
94 H -7.069 0.215 -0.588  N84 1.010
95 H -7.760 -0.882 0.398  N84 1.010
96 C -6.389 6.865 -4.000  C97 1.583, H102 1.090, H103 1.090, H104 1.090
97 C -5.324 6.038 -4.829  C96 1.583, C98 1.538, N101 1.463, H105 1.090
98 C -4.422 5.153 -3.953  C97 1.538, O99 1.431, H106 1.090, H107 1.090
99 O -3.368 4.571 -4.725  C98 1.431, C100 1.435
100 C -2.316 3.879 -4.037  O99 1.435, H108 1.090, H109 1.090, H110 1.090
101 N -6.021 5.367 -5.927  C97 1.463, H111 1.010, H112 1.010
102 H -5.899 7.386 -3.178  C96 1.090
103 H -7.177 6.273 -3.534  C96 1.090
104 H -6.941 7.638 -4.534  C96 1.090
105 H -4.671 6.764 -5.313  C97 1.090
106 H -4.932 4.281 -3.545  C98 1.090
107 H -4.129 5.793 -3.120  C98 1.090
108 H -2.451 2.814 -4.227  C100 1.090
109 H -2.333 4.131 -2.977  C100 1.090
110 H -1.408 4.135 -4.584  C100 1.090
111 H -5.380 4.980 -6.606  N101 1.010
112 H -6.639 4.598 -5.711  N101 1.010
113 C 1.620 -0.795 -0.796  C114 1.538, H119 1.090, H120 1.090, H121 1.090
114 C 0.727 -0.370 0.383  C113 1.538, C115 1.498, N118 1.437, H122 1.090
115 C -0.711 -0.222 -0.012  C114 1.498, O116 1.434, H123 1.090, H124 1.090
116 O -0.915 0.877 -0.910  C115 1.434, C117 1.436
117 C -2.260 1.011 -1.395  O116 1.436, H125 1.090, H126 1.090, H127 1.090
118 N 0.792 -1.421 1.361  C114 1.437, H128 1.010, H129 1.010
119 H 2.659 -0.982 -0.526  C113 1.090
120 H 1.522 -0.057 -1.593  C113 1.090
121 H 1.269 -1.709 -1.276  C113 1.090
122 H 1.093 0.542 0.854  C114 1.090
123 H -1.336 -0.112 0.874  C115 1.090
124 H -0.969 -1.131 -0.553  C115 1.090
125 H -2.683 0.097 -1.810  C117 1.090
126 H -2.184 1.800 -2.143  C117 1.090
127 H -2.962 1.316 -0.619  C117 1.090
128 H 0.323 -1.295 2.247  N118 1.010
129 H 1.746 -1.565 1.658  N118 1.010
130 C -4.714 0.230 -4.802  C131 1.594, H136 1.090, H137 1.090, H138 1.090
131 C -4.393 1.279 -5.959  C130 1.594, C132 1.579, N135 1.472, H139 1.090
132 C -3.257 0.694 -6.886  C131 1.579, O133 1.426, H140 1.090, H141 1.090
133 O -2.943 1.569 -7.967  C132 1.426, C134 1.417
134 C -2.052 0.978 -8.897  O133 1.417, H142 1.090, H143 1.090, H144 1.090
135 N -5.689 1.387 -6.648  C131 1.472, H145 1.010, H146 1.010
136 H -4.676 -0.786 -5.193  C130 1.090
137 H -5.692 0.441 -4.369  C130 1.090
138 H -3.966 0.361 -4.020  C130 1.090
139 H -4.151 2.264 -5.560  C131 1.090
140 H -3.637 -0.281 -7.192  C132 1.090
141 H -2.416 0.542 -6.209  C132 1.090
142 H -2.037 1.759 -9.657  C134 1.090
143 H -2.598 0.112 -9.270  C134 1.090
144 H -1.038 0.815 -8.531  C134 1.090
145 H -5.420 1.805 -7.527  N135 1.010
146 H -5.897 0.407 -6.774  N135 1.010
147 C -1.191 -6.203 0.711  C148 1.545, H153 1.090, H154 1.090, H155 1.090
148 C -0.221 -5.001 0.720  C147 1.545, C149 1.529, N152 1.457, H156 1.090
149 C 0.596 -4.866 -0.565  C148 1.529, O150 1.429, H157 1.090, H158 1.090
150 O 1.424 -5.998 -0.839  C149 1.429, C151 1.408
151 C 0.942 -6.992 -1.712  O150 1.408, H159 1.090, H160 1.090, H161 1.090
152 N -0.937 -3.768 1.019  C148 1.457, H162 1.010, H163 1.010
153 H -1.791 -6.187 -0.199  C147 1.090
154 H -1.896 -6.227 1.542  C147 1.090
155 H -0.678 -7.164 0.761  C147 1.090
156 H 0.556 -5.085 1.479  C148 1.090
157 H 1.319 -4.053 -0.503  C149 1.090
158 H -0.084 -4.565 -1.362  C149 1.090
159 H 1.241 -6.698 -2.719  C151 1.090
160 H -0.105 -7.288 -1.641  C151 1.090
161 H 1.492 -7.903 -1.477  C151 1.090
162 H -0.201 -3.078 0.981  N152 1.010
163 H -1.195 -3.789 1.995  N152 1.010
164 C 2.234 2.964 7.720  C165 1.489, H170 1.090, H171 1.090, H172 1.090
165 C 2.921 2.033 6.783  C164 1.489, C166 1.547, N169 1.457, H173 1.090
166 C 2.454 2.165 5.314  C165 1.547, O167 1.438, H174 1.090, H175 1.090
167 O 1.049 1.910 5.147  C166 1.438, C168 1.467
168 C 0.713 1.572 3.760  O167 1.467, H176 1.090, H177 1.090, H178 1.090
169 N 4.332 2.339 6.980  C165 1.457, H179 1.010, H180 1.010
170 H 1.151 2.843 7.754  C164 1.090
171 H 2.429 3.984 7.391  C164 1.090
172 H 2.576 2.886 8.752  C164 1.090
173 H 2.638 1.028 7.096  C165 1.090
174 H 3.088 1.576 4.651  C166 1.090
175 H 2.659 3.184 4.984  C166 1.090
176 H -0.333 1.279 3.672  C168 1.090
177 H 1.361 0.774 3.401  C168 1.090
178 H 0.927 2.430 3.123  C168 1.090
179 H 4.529 3.326 6.886  N169 1.010
180 H 4.786 1.910 6.187  N169 1.010
181 C -1.251 5.860 1.904  C182 1.541, H187 1.090, H188 1.090, H189 1.090
182 C -0.386 5.823 0.629  C181 1.541, C183 1.586, N186 1.452, H190 1.090
183 C -0.179 4.405 -0.050  C182 1.586, O184 1.423, H191 1.090, H192 1.090
184 O 0.794 4.533 -1.081  C183 1.423, C185 1.423
185 C 1.369 3.305 -1.513  O184 1.423, H193 1.090, H194 1.090, H195 1.090
186 N -1.039 6.689 -0.335  C182 1.452, H196 1.010, H197 1.010
187 H -1.183 6.845 2.366  C181 1.090
188 H -0.863 5.107 2.590  C181 1.090
189 H -2.300 5.683 1.666  C181 1.090
190 H 0.640 6.121 0.843  C182 1.090
191 H -1.137 4.038 -0.418  C183 1.090
192 H 0.160 3.687 0.697  C183 1.090
193 H 1.976 2.796 -0.764  C185 1.090
194 H 2.163 3.534 -2.223  C185 1.090
195 H 0.650 2.622 -1.965  C185 1.090
196 H -1.877 6.202 -0.620  N186 1.010
197 H -0.408 6.642 -1.122  N186 1.010

Computed properties:
**LUMO (spin up / spin down)**: -2.580 / -8.385 eV
**Maximum force**: 4.0 eV/Å
**Net charge**: +1
**E_HOMO (spin up / spin down)**: -9.95 / -9.95 eV
**Energy**: -3354.46367 a.u.
**2S+1**: 2
**Frontier orbital gap (spin up / spin down)**: 7.37 / 1.57 eV
**Energy relative to the best compared isomer or geometry (same formula, charge and spin)**: 0.0000 eV

Atom charges from the Mulliken analysis, given in e for atoms 1 to 8: number 1, C, carries -0.22; number 2, C, carries -0.64; number 3, O, carries -0.41; number 4, H, carries -0.02; number 5, H, carries -0.10; number 6, H, carries 0.52; number 7, H, carries 0.38; number 8, H, carries 0.31